ORCA calculation (ωB97M-V with the def2-TZVPD basis set) on C24H42Br6F12N2NaO38S12 as an isolated structure.

As for the total charge: -1.

Geometry (Å):
Na -2.379 0.714 1.882
C -4.452 -2.168 1.241
F -4.665 -2.868 0.146
F -4.757 -2.903 2.306
F -3.178 -1.805 1.320
S -5.548 -0.568 1.220
O -5.508 -0.002 -0.127
O -6.828 -0.987 1.750
N -4.620 0.413 2.220
S -5.498 0.700 3.491
O -6.650 1.510 3.276
O -5.657 -0.404 4.408
C -4.310 1.901 4.378
F -4.004 2.921 3.575
F -4.969 2.237 5.476
F -3.179 1.302 4.760
C -0.477 1.128 -1.315
F -1.684 0.616 -1.133
F -0.146 1.154 -2.600
F -0.559 2.401 -0.873
S 0.778 0.123 -0.212
O 0.847 -1.196 -0.776
O 1.997 0.901 -0.223
N -0.044 0.188 1.271
S 1.077 -0.130 2.314
O 1.822 -1.357 2.214
O 1.870 1.037 2.662
C -0.022 -0.312 3.870
F -0.756 0.793 3.993
F -0.881 -1.307 3.651
F 0.767 -0.579 4.896
O -2.915 -1.572 -6.006
S -1.648 -1.079 -6.466
O -1.044 -1.609 -7.669
O -1.859 0.535 -6.777
C -0.696 1.302 -7.091
C -0.223 2.107 -5.881
C -0.401 -1.135 -5.137
H -1.010 1.958 -7.903
H 0.045 0.592 -7.467
H -1.087 2.534 -5.377
H 0.515 2.771 -6.336
H 0.354 1.494 -5.188
H -0.311 -2.133 -4.715
H -0.611 -0.463 -4.306
H 0.552 -0.770 -5.516
O 4.786 5.383 -6.227
S 4.213 4.116 -6.625
O 5.069 3.124 -7.177
O 3.454 3.473 -5.298
C 2.829 4.359 -4.382
C 2.172 3.528 -3.264
C 2.736 4.326 -7.666
H 2.142 5.002 -4.940
H 3.596 5.006 -3.948
H 2.996 2.961 -2.836
H 1.335 2.947 -3.641
H 1.772 4.239 -2.540
H 2.370 5.344 -7.536
H 2.009 3.584 -7.348
H 2.855 4.243 -8.746
C 2.740 -3.399 4.147
Br 4.446 -3.077 3.159
Br 2.978 -3.382 6.064
Br 1.887 -5.112 3.629
H 2.078 -2.568 3.938
C -0.130 3.770 1.737
Br 0.104 3.828 3.665
Br 1.606 3.961 0.850
Br -1.263 5.305 1.196
H -0.588 2.809 1.469
C -5.596 0.784 -3.380
C -4.296 1.417 -3.111
O -4.195 2.572 -3.935
S -5.253 2.566 -5.196
O -4.605 2.357 -6.459
O -6.252 3.576 -5.056
O -5.830 1.089 -4.750
H -6.382 1.251 -2.784
H -5.539 -0.297 -3.281
H -3.430 0.813 -3.388
H -4.257 1.651 -2.046
C 1.406 -4.752 -0.682
C 1.341 -5.650 -1.912
O 1.617 -6.981 -1.511
S 1.703 -7.137 0.080
O 3.040 -7.080 0.620
O 0.842 -8.164 0.618
O 1.023 -5.649 0.366
H 0.815 -3.839 -0.727
H 2.415 -4.402 -0.453
H 2.175 -5.423 -2.580
H 0.444 -5.579 -2.524
C -2.816 -5.552 5.159
C -2.001 -4.926 4.082
O -2.139 -3.545 4.285
S -2.112 -3.217 5.876
O -3.190 -2.316 6.226
O -0.772 -2.873 6.284
O -2.556 -4.733 6.327
H -2.653 -6.611 5.342
H -3.890 -5.449 4.989
H -2.224 -5.205 3.050
H -0.937 -5.162 4.064
C 4.505 -1.260 -0.835
C 5.387 -0.801 -2.012
O 4.900 -1.521 -3.162
S 3.368 -1.974 -2.904
O 3.079 -3.160 -3.694
O 2.436 -0.872 -2.917
O 3.770 -2.356 -1.358
H 3.798 -0.493 -0.515
H 4.987 -1.639 0.064
H 6.454 -0.992 -1.933
H 5.213 0.238 -2.296
C -0.545 1.450 8.673
C -0.108 2.175 7.349
O -1.170 3.037 7.023
S -2.005 3.483 8.347
O -3.357 3.753 7.958
O -1.318 4.423 9.159
O -1.818 1.985 8.996
H 0.191 1.644 9.453
H -0.729 0.380 8.588
H 0.069 1.585 6.454
H 0.829 2.709 7.525
C 3.547 0.862 1.714
C 4.147 2.220 1.356
O 5.255 2.023 0.499
S 5.821 0.511 0.624
O 7.103 0.452 1.275
O 5.736 -0.176 -0.643
O 4.642 -0.030 1.657
H 2.716 0.554 1.078
H 3.084 0.964 2.695
H 4.498 2.642 2.301
H 3.383 2.899 0.983

Löwdin atomic charge list, values in e, 99 entries:
1. Na 0.43
2. C -0.65
3. F 0.16
4. F 0.16
5. F 0.13
6. S 0.68
7. O -0.31
8. O -0.27
9. N -0.36
10. S 0.56
11. O -0.27
12. O -0.27
13. C -0.66
14. F 0.13
15. F 0.16
16. F 0.12
17. C -0.60
18. F 0.14
19. F 0.16
20. F 0.08
21. S 0.70
22. O -0.25
23. O -0.31
24. N -0.27
25. S 0.65
26. O -0.25
27. O -0.32
28. C -0.63
29. F 0.09
30. F 0.14
31. F 0.17
32. O -0.28
33. S 0.65
34. O -0.29
35. O -0.27
36. C -0.27
37. C -0.05
38. C -0.10
39. H 0.13
40. H 0.11
41. H 0.09
42. H 0.05
43. H 0.05
44. H 0.08
45. H 0.04
46. H 0.07
47. O -0.29
48. S 0.64
49. O -0.26
50. O -0.28
51. C -0.29
52. C -0.04
53. C -0.10
54. H 0.12
55. H 0.12
56. H 0.09
57. H 0.05
58. H 0.07
59. H 0.07
60. H 0.03
61. H 0.07
62. C -1.51
63. Br 0.61
64. Br 0.58
65. Br 0.63
66. H -0.08
67. C -1.50
68. Br 0.66
69. Br 0.78
70. Br 0.58
71. H -0.05
72. C -0.18
73. C -0.20
74. O -0.20
75. S 0.68
76. O -0.23
77. O -0.23
78. O -0.20
79. H 0.14
80. H 0.15
81. H 0.13
82. H 0.12
83. C -0.16
84. C -0.16
85. O -0.18
86. S 0.65
87. O -0.25
88. O -0.25
89. O -0.25
90. H 0.12
91. H 0.12
92. H 0.12
93. H 0.13
94. C -0.14
95. C -0.21
96. O -0.21
97. S 0.67
98. O -0.22
99. O -0.26

ORCA calculation (ωB97M-V with the def2-TZVPD basis set) on C24H42BrFMg2N2O17S2 as an isolated structure.

As for the total charge: 0.

Geometry (Å):
C 1.073 -2.359 2.279
C -0.346 -2.652 1.861
C -1.321 -1.351 1.582
C -0.821 -0.332 0.357
N -1.647 0.907 0.056
C -1.128 1.823 -1.037
C -0.507 3.245 -0.518
C 0.210 3.214 0.951
C 1.844 3.434 0.921
C 2.652 2.051 1.390
O 3.086 1.310 0.180
C 3.702 0.010 0.550
C 4.949 -0.218 -0.525
C -2.921 1.324 0.763
C -3.499 0.365 1.999
C -2.698 -1.020 2.469
S -3.260 -2.143 3.866
H 1.343 -1.437 2.977
H 1.995 -3.030 1.934
H -0.665 -3.777 1.801
H 0.159 -0.575 -0.254
H -2.080 2.100 -1.703
H -0.415 1.221 -1.779
H -1.392 4.026 -0.471
H 0.256 3.637 -1.344
H 0.011 2.259 1.596
H -0.240 4.127 1.572
H 2.085 4.249 1.754
H 2.206 3.835 -0.124
H 3.561 2.303 2.117
H 1.956 1.309 1.991
H 4.076 -0.016 1.679
H 2.937 -0.870 0.367
H 4.434 -0.563 -1.538
H 5.688 -1.026 -0.112
H 5.558 0.794 -0.687
H -3.433 2.320 0.421
H -4.485 0.717 2.569
H -2.789 -1.664 5.119
C 1.166 -8.169 -1.770
C 0.855 -7.546 -3.120
O -0.168 -6.549 -3.005
C 0.224 -5.364 -2.476
O 1.353 -5.081 -2.102
O -0.861 -4.554 -2.402
C -0.607 -3.307 -1.758
H 0.253 -8.556 -1.305
H 1.885 -8.986 -1.877
H 1.586 -7.433 -1.078
H 0.468 -8.319 -3.792
H 1.752 -7.128 -3.591
H 0.235 -2.783 -2.222
H -0.420 -3.472 -0.692
H -1.499 -2.684 -1.861
F -0.485 -5.129 0.863
C -2.596 2.438 5.173
C -1.148 2.862 4.997
O -0.513 3.071 6.068
O -0.765 2.952 3.797
H -2.867 2.379 6.231
H -3.256 3.162 4.686
H -2.752 1.454 4.720
O 5.981 -1.083 2.188
H 6.615 -0.377 2.476
H 5.408 -1.382 2.939
H 6.455 -1.845 1.768
Mg -0.485 -1.254 -3.012
Br -0.785 -9.645 -3.352
O -0.768 -1.466 -6.457
S -0.485 -1.655 -7.892
O 0.318 -2.877 -8.078
O 0.264 -0.492 -8.402
O -1.755 -1.784 -8.630
Mg 1.315 -3.734 -4.505
C 0.041 8.331 -0.252
C -0.650 7.781 -1.483
C -2.116 8.087 -1.547
O -2.608 7.035 -2.359
C -1.760 5.977 -2.172
O -1.970 4.845 -2.567
O -0.645 6.362 -1.479
H -0.523 8.101 0.658
H 1.030 7.877 -0.131
H 0.157 9.417 -0.321
H -0.126 8.114 -2.387
H -2.323 9.059 -2.004
H -2.617 8.034 -0.574
N -4.985 -5.559 4.766
O -4.518 -4.787 5.621
O -6.210 -5.759 4.713
O -4.227 -6.131 3.965

Formally, the Löwdin partial charges of the atoms, in units of the elementary charge, are as follows:
1. C -0.03
2. C -0.13
3. C -0.05
4. C 0.04
5. N -0.13
6. C -0.18
7. C -0.16
8. C -0.19
9. C -0.14
10. C -0.19
11. O -0.24
12. C -0.26
13. C -0.09
14. C 0.09
15. C 0.05
16. C -0.42
17. S 0.73
18. H 0.07
19. H 0.07
20. H 0.06
21. H 0.10
22. H 0.14
23. H 0.08
24. H 0.10
25. H 0.13
26. H 0.08
27. H 0.12
28. H 0.13
29. H 0.11
30. H 0.13
31. H 0.13
32. H 0.10
33. H 0.11
34. H 0.10
35. H 0.04
36. H 0.11
37. H 0.15
38. H 0.13
39. H -0.06
40. C -0.15
41. C -0.37
42. O 0.02
43. C -0.63
44. O 0.04
45. O 0.01
46. C -0.17
47. H 0.04
48. H 0.09
49. H 0.08
50. H -0.12
51. H 0.12
52. H -0.09
53. H 0.09
54. H 0.07
55. F -0.62
56. C -0.06
57. C -0.78
58. O -0.09
59. O -0.13
60. H 0.06
61. H 0.06
62. H 0.03
63. O 0.28
64. H 0.22
65. H 0.21
66. H 0.21
67. Mg 0.99
68. Br 0.31
69. O -0.47
70. S 0.20
71. O -0.33
72. O -0.24
73. O -0.23
74. Mg 1.06
75. C -0.02
76. C -0.35
77. C -0.11
78. O 0.07
79. C -0.50
80. O 0.11
81. O 0.07
82. H 0.09
83. H 0.09
84. H 0.09
85. H 0.16
86. H 0.15
87. H 0.15
88. N -0.63
89. O -0.01
90. O 0.03
91. O 0.04

no.,calculated total energy (eV)
1,-693639.684
2,-168639.253